(1)
{
  "formula": "C19H28AsF6KN4O16S2",
  "method": "ωB97M-V/def2-TZVPD",
  "total_energy_ev": -174018.3133,
  "charge": -2,
  "multiplicity": 1,
  "gap_ev": 4.523,
  "lumo_ev": 2.69,
  "species": ["K", "As", "F", "F", "F", "F", "F", "F", "O", "C", "O", "O", "H", "O", "C", "O", "O", "H", "C", "N", "O", "O", "H", "H", "H", "C", "C", "O", "S", "O", "O", "O", "H", "H", "H", "H", "C", "C", "O", "S", "O", "O", "O", "H", "H", "H", "H", "N", "C", "C", "C", "C", "H", "H", "H", "H", "H", "N", "C", "C", "C", "C", "H", "H", "H", "H", "H", "N", "C", "C", "C", "C", "H", "H", "H", "H", "H"],
  "coordinates": [[-30.082940, -13.182906, -28.304201], [-29.650434, -9.107105, -29.284784], [-28.165764, -9.904507, -28.884930], [-29.932724, -8.975250, -27.679227], [-31.114294, -8.325964, -29.677662], [-29.274599, -9.241817, -30.975340], [-30.432977, -10.652448, -29.421833], [-28.831271, -7.568907, -29.281642], [-30.238641, -11.338976, -25.927410], [-31.517207, -11.097180, -25.241829], [-32.127152, -12.109243, -24.840484], [-31.793062, -9.861484, -25.095221], [-30.110788, -10.325277, -26.044212], [-32.901344, -11.733818, -28.508339], [-34.034835, -10.959171, -28.201353], [-34.806657, -11.459008, -27.442134], [-34.182290, -9.883915, -28.823176], [-32.562806, -11.200106, -29.259758], [-25.550801, -12.310949, -27.116318], [-26.337273, -13.049155, -26.171206], [-25.819615, -13.313627, -25.115509], [-27.448094, -13.288910, -26.442653], [-24.496273, -12.410791, -26.867285], [-25.779519, -11.246119, -27.044814], [-25.652551, -12.581592, -28.151016], [-24.823096, -6.218682, -27.905362], [-24.114968, -6.131980, -29.289797], [-23.554425, -4.806875, -29.312959], [-24.500326, -3.845403, -28.497254], [-25.685631, -3.656046, -29.192699], [-23.769066, -2.772966, -28.018188], [-24.725175, -4.881903, -27.322010], [-24.251722, -6.879347, -27.246272], [-25.834359, -6.613490, -27.958615], [-24.743653, -6.343623, -30.154616], [-23.308486, -6.851730, -29.354488], [-33.623883, -7.138936, -31.708075], [-33.554002, -8.580754, -32.081970], [-34.599117, -8.788621, -33.059105], [-34.586013, -7.496200, -33.990295], [-35.903388, -7.149545, -34.325462], [-33.659788, -7.673017, -35.019971], [-34.089332, -6.434165, -32.912751], [-32.640871, -6.798810, -31.404739], [-34.383397, -6.982006, -30.944790], [-33.746839, -9.124066, -31.139502], [-32.596891, -8.895944, -32.507177], [-28.523977, -14.599207, -31.061603], [-29.197754, -13.577045, -31.680247], [-28.684455, -12.415772, -31.215498], [-27.765000, -12.739968, -30.171096], [-27.590398, -14.082638, -30.225073], [-28.605491, -15.563295, -31.277309], [-29.891905, -13.711296, -32.490401], [-28.876756, -11.417037, -31.567607], [-27.162964, -11.996827, -29.692721], [-26.776484, -14.665753, -29.830558], [-30.714816, -5.222048, -29.049152], [-31.875937, -4.670664, -29.449773], [-32.452944, -3.985768, -28.417459], [-31.634680, -4.211245, -27.280603], [-30.522119, -4.853794, -27.735392], [-30.036595, -5.752724, -29.549596], [-32.208349, -4.623935, -30.474785], [-33.450163, -3.591190, -28.493795], [-31.780858, -3.950525, -26.248277], [-29.745208, -5.317678, -27.145858], [-21.946667, -10.343774, -28.314179], [-22.505478, -11.332283, -29.110963], [-23.664652, -10.857519, -29.675432], [-23.825132, -9.500804, -29.183185], [-22.742901, -9.230328, -28.359832], [-21.189829, -10.489872, -27.692415], [-22.005015, -12.271005, -29.283993], [-24.291272, -11.442103, -30.326143], [-24.663123, -8.864305, -29.417454], [-22.558638, -8.353406, -27.764400]],
  "forces_ev_per_angstrom": [[-0.66, 0.96, 0.70], [-0.01, 0.01, -2.03], [0.93, -0.46, -0.22], [-0.70, 0.29, 2.74], [-0.54, 0.37, -0.35], [0.32, -0.03, -0.52], [0.03, -0.51, 0.11], [0.45, 0.51, -0.08], [-0.63, 2.77, -0.01], [-1.51, 0.23, 1.37], [1.14, 0.71, -0.71], [1.06, -1.96, -0.50], [0.30, -2.28, -0.21], [1.07, 0.45, -1.44], [-0.70, 0.80, -0.87], [-1.63, -1.67, 2.20], [1.06, 0.62, -1.17], [0.18, -0.41, 0.70], [2.13, 1.58, -0.86], [1.60, 0.54, 0.72], [0.87, -0.39, 1.12], [-3.57, -1.01, -1.22], [-0.10, -0.11, 0.19], [-0.35, -0.14, 0.15], [-0.66, -0.51, -0.19], [0.57, -0.27, 0.15], [-0.04, -0.17, 0.31], [0.47, -0.30, -0.81], [0.39, -2.21, 0.65], [-2.22, 0.37, -1.39], [1.55, 1.98, 0.89], [-0.46, -0.77, -0.10], [-0.14, 0.28, 0.03], [-0.23, 0.49, -0.03], [-0.35, 0.51, 0.15], [0.34, 0.22, 0.09], [-0.22, 0.43, -0.24], [0.38, -1.10, 1.06], [-0.01, 0.66, 0.02], [-0.80, 0.00, 2.09], [-1.57, 0.20, -0.52], [1.82, -0.12, -1.52], [0.56, -0.58, -0.05], [-0.08, 0.35, 0.04], [0.17, 0.15, 0.07], [-0.13, -0.40, -0.51], [-0.11, 0.18, -0.01], [-0.09, -0.29, -0.45], [0.04, 0.02, -0.68], [-0.15, 0.74, 0.76], [0.69, 0.86, -1.53], [0.44, -0.31, 0.94], [-0.12, -0.53, -0.18], [-0.15, -0.33, 0.12], [-0.41, 0.03, 0.21], [0.13, 0.07, 0.38], [-0.30, -0.33, 0.38], [0.47, 1.02, 1.22], [-0.50, 0.70, -1.13], [-0.49, -0.75, 0.26], [0.31, 0.72, -0.19], [0.07, -1.52, 0.33], [0.06, -0.40, -0.44], [0.14, -0.44, -0.07], [-0.01, 0.33, 0.21], [-0.17, 0.20, 0.03], [0.11, 0.11, -0.18], [-0.96, -0.36, -0.91], [0.03, 0.39, 0.02], [0.71, 0.81, 0.91], [0.50, -0.96, -0.09], [-1.05, -0.34, -0.41], [0.55, 0.02, 0.31], [0.03, 0.00, 0.21], [-0.17, 0.23, -0.13], [0.06, 0.08, 0.07], [0.23, -0.05, 0.06]]
}



(2)
{
  "formula": "C39H33N8O2PRhSe",
  "method": "ωB97M-V/def2-TZVPD",
  "total_energy_ev": -134637.3193,
  "charge": -1,
  "de_lowest_kj_mol": 90.4,
  "multiplicity": 5,
  "gap_ev": [4.830, 5.127],
  "lumo_ev": [2.23, 0.93],
  "species": ["Rh", "O", "C", "C", "C", "C", "C", "C", "C", "N", "N", "C", "O", "C", "C", "C", "C", "C", "C", "H", "H", "H", "H", "H", "H", "H", "H", "H", "H", "N", "C", "N", "N", "C", "N", "H", "H", "H", "H", "N", "P", "C", "C", "C", "C", "C", "C", "C", "C", "C", "C", "C", "C", "C", "C", "C", "C", "C", "C", "H", "H", "H", "H", "H", "H", "H", "H", "H", "H", "H", "H", "H", "H", "H", "Se", "C", "C", "C", "N", "C", "C", "H", "H", "H", "H"],
  "coordinates": [[-0.153769, 0.290547, -0.208187], [0.047368, 0.480341, -2.193165], [1.034248, 1.090828, -2.777555], [0.798769, 1.769456, -3.985590], [1.827229, 2.303327, -4.734378], [3.159248, 2.172576, -4.298234], [3.432694, 1.559350, -3.108471], [2.399517, 1.035494, -2.274583], [2.722577, 0.527171, -1.031394], [1.809456, 0.097242, -0.084756], [2.307703, -0.222554, 1.084347], [1.384817, -0.384057, 2.029574], [0.147876, -0.050432, 1.839516], [1.790071, -0.981144, 3.298464], [3.127608, -0.970762, 3.709181], [3.500748, -1.606657, 4.878320], [2.559806, -2.280180, 5.648608], [1.231456, -2.299497, 5.241405], [0.845007, -1.639370, 4.089614], [-0.227923, 1.845428, -4.320948], [1.607438, 2.814670, -5.663391], [3.969446, 2.571520, -4.896443], [4.456363, 1.474652, -2.761916], [3.757876, 0.533570, -0.708671], [3.853965, -0.455269, 3.096864], [4.538412, -1.591407, 5.189673], [2.866482, -2.800397, 6.547256], [0.498699, -2.851954, 5.817035], [-0.182131, -1.662611, 3.749039], [-1.867763, 1.994869, 2.534198], [-1.221414, 3.136349, 2.812127], [-1.437619, 3.719860, 4.023004], [-0.406445, 3.750582, 2.000112], [-0.006810, 3.179859, 0.892954], [0.387234, 2.716171, -0.095406], [-2.332825, 1.483811, 3.262959], [-1.624020, 1.480929, 1.688656], [-2.174916, 3.399169, 4.621593], [-1.123632, 4.667783, 4.120734], [-2.040281, 0.708549, 0.060901], [-3.390523, -0.060958, -0.079453], [-3.705086, -1.194847, -1.478364], [-4.857282, -1.963283, -1.606378], [-5.075496, -2.696684, -2.760889], [-4.149055, -2.672184, -3.791897], [-2.988153, -1.925157, -3.658828], [-2.769195, -1.184008, -2.508501], [-3.944827, -0.892740, 1.450425], [-2.978525, -1.179762, 2.411066], [-3.344440, -1.765931, 3.613561], [-4.673542, -2.086932, 3.856392], [-5.639360, -1.793738, 2.904194], [-5.281554, -1.178432, 1.714281], [-4.683018, 1.201602, -0.342445], [-4.905459, 2.094356, 0.706193], [-5.714785, 3.201725, 0.525792], [-6.299182, 3.435459, -0.712887], [-6.081188, 2.552745, -1.759656], [-5.267496, 1.442759, -1.580106], [-5.589417, -1.998308, -0.810577], [-5.970878, -3.298599, -2.853542], [-4.326577, -3.245966, -4.692739], [-2.248230, -1.915836, -4.449062], [-1.870162, -0.591584, -2.404703], [-1.940338, -0.959203, 2.192531], [-2.590346, -1.979295, 4.361974], [-4.956698, -2.567142, 4.784846], [-6.678307, -2.038464, 3.087959], [-6.046083, -0.912384, 0.994796], [-4.426370, 1.900775, 1.659253], [-5.881452, 3.892751, 1.342943], [-6.911524, 4.315762, -0.863843], [-6.538982, 2.737721, -2.723482], [-5.090182, 0.757121, -2.399327], [-0.441326, -2.555662, 0.536163], [-1.306712, -4.073485, -0.215352], [-0.780368, -4.794587, -1.290053], [-1.415919, -5.950551, -1.707582], [-2.525171, -6.437992, -1.152025], [-3.035951, -5.738278, -0.139423], [-2.481434, -4.571874, 0.355286], [0.119581, -4.453150, -1.784359], [-1.019690, -6.533002, -2.535546], [-3.946233, -6.144521, 0.294942], [-2.944383, -4.046238, 1.181821]],
  "forces_ev_per_angstrom": [[-0.61, 0.03, 0.19], [-0.26, -0.19, 0.02], [0.17, 0.15, -0.27], [0.02, -0.02, 0.05], [-0.13, -0.03, -0.04], [0.19, -0.04, 0.16], [0.14, 0.18, -0.29], [-0.40, -0.33, 0.68], [0.83, 0.43, -0.92], [-0.36, -0.74, 0.86], [0.50, 0.15, -0.22], [-0.62, 0.27, -0.43], [0.54, 0.01, -0.03], [0.25, -0.28, 0.45], [-0.21, 0.08, -0.11], [0.08, -0.05, 0.13], [-0.02, 0.00, -0.11], [0.06, -0.02, 0.16], [-0.03, 0.14, -0.26], [-0.02, -0.03, 0.03], [0.01, -0.01, -0.01], [-0.01, 0.00, -0.01], [0.00, 0.01, 0.02], [-0.08, -0.02, 0.09], [0.03, -0.04, -0.02], [-0.01, 0.01, -0.01], [-0.02, 0.01, 0.01], [-0.02, 0.04, 0.02], [0.02, -0.04, -0.02], [0.33, 0.68, 0.65], [-0.42, -0.54, 0.01], [0.00, 0.04, 0.06], [0.32, 0.58, 0.24], [-0.11, -0.20, -0.21], [0.03, 0.16, 0.03], [0.06, -0.08, 0.07], [-0.36, -0.14, -0.32], [-0.07, 0.02, -0.08], [0.05, 0.00, 0.02], [0.45, -0.30, -0.43], [-0.78, -0.28, -0.15], [0.44, 0.09, 0.12], [-0.01, -0.02, 0.09], [-0.13, -0.08, 0.04], [0.13, -0.01, -0.04], [-0.06, -0.04, -0.10], [0.07, 0.07, 0.13], [0.12, 0.15, -0.04], [0.07, 0.08, -0.05], [-0.09, -0.03, 0.11], [0.09, -0.01, -0.02], [-0.15, -0.01, -0.01], [0.06, -0.04, -0.04], [0.19, 0.16, 0.05], [-0.10, -0.14, -0.03], [0.01, 0.03, 0.05], [0.01, 0.00, -0.03], [-0.06, 0.10, -0.02], [-0.05, -0.15, 0.09], [0.00, -0.01, 0.00], [-0.01, 0.00, 0.01], [0.01, -0.03, 0.01], [0.00, 0.01, 0.00], [0.08, 0.01, -0.04], [-0.03, 0.00, 0.06], [0.01, -0.04, -0.04], [-0.01, 0.02, 0.01], [0.00, 0.02, 0.03], [-0.03, 0.02, 0.02], [-0.03, 0.13, -0.01], [0.01, 0.00, 0.00], [-0.04, -0.02, 0.00], [0.02, -0.01, -0.01], [0.01, 0.05, -0.03], [0.02, -0.05, -0.17], [0.11, 0.21, -0.04], [-0.07, 0.01, -0.03], [-0.04, -0.02, -0.03], [-0.09, -0.14, -0.06], [-0.05, -0.01, -0.03], [-0.01, 0.00, -0.07], [0.02, 0.00, 0.02], [0.06, 0.07, 0.00], [0.02, 0.06, 0.05], [0.00, -0.02, 0.02]]
}



(3)
{
  "formula": "C3H5NO2",
  "method": "ωB97M-V/def2-TZVPD",
  "total_energy_ev": -8777.2271,
  "charge": 0,
  "de_lowest_kj_mol": 45.1,
  "multiplicity": 1,
  "gap_ev": 11.151,
  "lumo_ev": 0.68,
  "species": ["C", "C", "O", "N", "C", "O", "H", "H", "H", "H", "H"],
  "coordinates": [[-0.191971, -1.141976, -0.964160], [0.144306, 0.324568, -0.918620], [0.637795, 0.864143, -1.876895], [0.198796, 0.932164, 0.336431], [-0.115597, 0.616304, 1.637532], [0.010807, 1.408799, 2.530406], [-0.809157, -1.328236, -1.843937], [-0.942439, -1.393955, -0.203905], [0.740670, -1.686517, -0.889320], [0.655000, 1.837518, 0.296092], [-0.328210, -0.432810, 1.896376]],
  "forces_ev_per_angstrom": [[-2.17, 0.61, 0.38], [1.39, -1.29, 0.31], [-0.50, 0.63, 0.06], [0.12, 1.13, -0.41], [0.45, -1.07, 0.51], [-0.10, 0.52, 0.05], [0.85, -0.13, -0.51], [0.71, -0.20, 0.47], [-0.13, -0.34, -0.12], [-0.22, 0.16, -0.13], [-0.40, -0.01, -0.62]]
}